2 unconnected molecules or ions with the total composition ClH3Si. Source: OMol25; level of theory: the ωB97M-V functional and the def2-TZVPD basis.

Each atom is followed by the atoms it is bonded to, with distances in Å.
CARTESIAN COORDINATES (ANGSTROEM)
1 Si -0.08031 -0.03137 -0.02620  Cl2 2.077, H4 1.544, H5 1.380
2 Cl 1.99539 -0.09189 -0.05431  Si1 2.077
3 H -1.33917 -1.45672 0.49230  no bonds
4 H -0.24347 1.18929 0.90434  Si1 1.544
5 H -0.33243 0.39067 -1.31614  Si1 1.380

Computed properties:
Multiplicity: 1
HOMO level, eV: -10.8

natural (NBO) population analysis, charges in e, atoms 1 to 4: 0.867, -0.387, -0.135, -0.151



A single C4H16N2Si2 molecule. Source: OMol25; level of theory: the ωB97M-V functional and the def2-TZVPD basis.

Each atom is followed by the atoms it is bonded to, with distances in Å.
CARTESIAN COORDINATES (ANGSTROEM)
1 C -0.06568 0.35067 -2.69109  Si7 1.887, H9 1.064, H10 1.145, H11 1.034
2 C 1.29046 -1.96154 -0.95726  Si7 1.955, H12 1.148, H13 1.067, H14 1.219
3 C -0.13518 -0.18027 2.66603  Si8 1.900, H15 1.025, H16 1.182, H17 1.035
4 C -1.39909 1.89669 1.12170  Si8 1.927, H18 1.061, H19 1.074, H20 1.062
5 N -1.49888 -1.58261 -0.85252  Si7 1.755, H21 0.929, H22 0.977
6 N 2.11728 1.37669 0.90813  Si8 2.174, H23 0.939, H24 1.056
7 Si -0.07937 -0.56884 -1.04366  C1 1.887, C2 1.955, N5 1.755, Si8 2.362
8 Si 0.06733 0.65518 0.97109  C3 1.900, C4 1.927, N6 2.174, Si7 2.362
9 H 0.80473 0.27242 -3.29808  C1 1.064
10 H -0.80063 -0.22657 -3.35253  C1 1.145
11 H -0.42020 1.32043 -2.75096  C1 1.034
12 H 2.33188 -1.58827 -1.26333  C2 1.148
13 H 1.35580 -2.45906 -0.01549  C2 1.067
14 H 0.95924 -2.72769 -1.84514  C2 1.219
15 H -1.12015 -0.06889 2.92853  C3 1.025
16 H 0.04424 -1.34129 2.53519  C3 1.182
17 H 0.48383 0.27416 3.36062  C3 1.035
18 H -1.32193 2.56039 1.94590  C4 1.061
19 H -1.27892 2.52690 0.25999  C4 1.074
20 H -2.38221 1.49907 1.16884  C4 1.062
21 H -2.27757 -1.13434 -0.61489  N5 0.929
22 H -1.50409 -2.46748 -1.26576  N5 0.977
23 H 2.58626 1.79286 0.20889  N6 0.939
24 H 2.24285 1.78142 1.87580  N6 1.056

Computed properties:
Multiplicity: 1
HOMO level, eV: -8.7
SMILES: C[Si](C)(N)[Si](C)(C)N

natural (NBO) population analysis, charges in e, atoms 1 to 4: -1.117, -1.069, -1.081, -1.112



A single C29H34N2O4 molecule. Source: OMol25; level of theory: the ωB97M-V functional and the def2-TZVPD basis.

Each atom is followed by the atoms it is bonded to, with distances in Å.
CARTESIAN COORDINATES (ANGSTROEM)
1 C 1.04733 -2.35771 -5.01012  C2 1.494, H11 1.099, H12 1.094, H13 1.101
2 C 0.07936 -1.73518 -4.05714  C1 1.494, C3 1.614, O10 1.226
3 C 0.57519 -0.75299 -2.87636  C2 1.614, C4 1.538, C8 1.555, C35 1.503
4 C -0.41801 0.42038 -2.83068  C3 1.538, C5 1.513, H14 1.094, H15 1.096
5 C -0.07257 1.48734 -3.84692  C4 1.513, C6 1.503, H16 1.102, H17 1.097
6 C 1.30012 2.01104 -3.53038  C5 1.503, O7 1.453, H18 1.091, H19 1.095
7 O 2.30610 0.96284 -3.50490  C6 1.453, C8 1.345
8 C 2.03511 -0.31466 -3.18491  C3 1.555, O7 1.345, O9 1.221
9 O 2.96141 -1.11012 -3.15637  C8 1.221
10 O -1.11571 -2.00209 -4.11355  C2 1.226
11 H 1.33160 -1.63551 -5.78851  C1 1.099
12 H 1.96183 -2.70681 -4.52154  C1 1.094
13 H 0.53223 -3.21574 -5.46813  C1 1.101
14 H -1.42339 0.02615 -3.00476  C4 1.094
15 H -0.40584 0.85679 -1.82580  C4 1.096
16 H -0.13794 1.07363 -4.86608  C5 1.102
17 H -0.79109 2.31074 -3.75124  C5 1.097
18 H 1.65333 2.72542 -4.27564  C6 1.091
19 H 1.33519 2.48509 -2.54389  C6 1.095
20 C 0.51696 0.28751 5.19545  N21 1.444, H45 1.095, H46 1.101, H47 1.097
21 N 0.00952 0.43891 3.85174  C20 1.444, C22 1.366, C42 1.461
22 C -1.10400 1.19180 3.60679  N21 1.366, O23 1.228, C24 1.525
23 O -1.72097 1.84856 4.44087  C22 1.228
24 C -1.40919 1.05837 2.11844  C22 1.525, C25 1.535, N32 1.469, H48 1.109
25 C -1.55142 2.41440 1.41344  C24 1.535, C26 1.511, H49 1.106, H50 1.104
26 C -2.65230 3.28808 1.96800  C25 1.511, C27 1.397, C31 1.402
27 C -2.39715 4.64055 2.20460  C26 1.397, C28 1.396, H51 1.096
28 C -3.37161 5.44736 2.79510  C27 1.396, C29 1.402, H52 1.088
29 C -4.62896 4.91322 3.10987  C28 1.402, C30 1.397, H53 1.090
30 C -4.90374 3.57616 2.81129  C29 1.397, C31 1.399, H54 1.090
31 C -3.92512 2.76258 2.22929  C26 1.402, C30 1.399, H55 1.092
32 N -0.26902 0.27801 1.62016  C24 1.469, C33 1.366, C42 1.469
33 C -0.25698 -0.13041 0.31665  N32 1.366, C34 1.364, H56 1.099
34 C 0.71457 -0.85693 -0.30590  C33 1.364, C35 1.519, H57 1.090
35 C 0.49919 -1.57970 -1.62390  C3 1.503, C34 1.519, C36 1.537, H58 1.102
36 C 1.38151 -2.83068 -1.75854  C35 1.537, C37 1.396, C41 1.392
37 C 0.80538 -3.99236 -2.27569  C36 1.396, C38 1.395, H59 1.093
38 C 1.57239 -5.14792 -2.42252  C37 1.395, C39 1.403, H60 1.094
39 C 2.91544 -5.13475 -2.01867  C38 1.403, C40 1.405, H61 1.092
40 C 3.46243 -3.99885 -1.39865  C39 1.405, C41 1.397, H62 1.093
41 C 2.69486 -2.83652 -1.29617  C36 1.392, C40 1.397, H63 1.091
42 C 0.58138 -0.24870 2.69643  N21 1.461, N32 1.469, C43 1.531, C44 1.544
43 C 2.05307 0.13902 2.53302  C42 1.531, H64 1.097, H65 1.097, H66 1.088
44 C 0.46629 -1.77572 2.89603  C42 1.544, H67 1.098, H68 1.096, H69 1.100
45 H -0.02597 0.98346 5.84338  C20 1.095
46 H 0.37417 -0.73735 5.57054  C20 1.101
47 H 1.58537 0.53361 5.23130  C20 1.097
48 H -2.34059 0.46790 1.99811  C24 1.109
49 H -0.58960 2.95227 1.50266  C25 1.106
50 H -1.73212 2.22243 0.34185  C25 1.104
51 H -1.40990 5.03945 1.94641  C27 1.096
52 H -3.14501 6.48941 3.01153  C28 1.088
53 H -5.38397 5.53841 3.58573  C29 1.090
54 H -5.88097 3.15059 3.03937  C30 1.090
55 H -4.13380 1.71765 1.98943  C31 1.092
56 H -1.18584 0.14538 -0.20276  C33 1.099
57 H 1.60546 -1.14690 0.25158  C34 1.090
58 H -0.53290 -1.96585 -1.61426  C35 1.102
59 H -0.24823 -3.97357 -2.56558  C37 1.093
60 H 1.10835 -6.04600 -2.84072  C38 1.094
61 H 3.53506 -6.02594 -2.14244  C39 1.092
62 H 4.48091 -3.98656 -1.00145  C40 1.093
63 H 3.13729 -1.93671 -0.86594  C41 1.091
64 H 2.15182 1.22337 2.66406  C43 1.097
65 H 2.65656 -0.37614 3.29026  C43 1.097
66 H 2.41965 -0.11553 1.54109  C43 1.088
67 H -0.54925 -2.03337 3.22510  C44 1.098
68 H 0.69507 -2.31481 1.96940  C44 1.096
69 H 1.17163 -2.08584 3.68114  C44 1.100

Computed properties:
Multiplicity: 1
HOMO level, eV: -8.1
SMILES: CC(=O)[C@]1([C@H](/C=C/N2[C@H](Cc3ccccc3)C(=O)N(C)C2(C)C)c2ccccc2)CCCOC1=O

natural (NBO) population analysis, charges in e, atoms 1 to 4: -0.754, 0.674, -0.257, -0.406



A single C5H10O molecule. Source: OMol25; level of theory: the ωB97M-V functional and the def2-TZVPD basis.

Each atom is followed by the atoms it is bonded to, with distances in Å.
CARTESIAN COORDINATES (ANGSTROEM)
1 C -2.10768 0.02241 0.12139  C2 1.511, H7 1.095, H8 1.093, H9 1.096
2 C -0.84379 -0.33350 -0.62558  C1 1.511, O3 1.427, C4 1.470, H10 1.094
3 O -0.15057 0.72794 -1.27959  C2 1.427, C4 1.428
4 C 0.50703 0.06108 -0.20171  C2 1.470, O3 1.428, C5 1.513, C6 1.512
5 C 1.68764 -0.78309 -0.62758  C4 1.513, H11 1.094, H12 1.096, H13 1.096
6 C 0.73388 0.88820 1.04301  C4 1.512, H14 1.096, H15 1.092, H16 1.096
7 H -2.99141 -0.21371 -0.47993  C1 1.095
8 H -2.13106 1.09291 0.34132  C1 1.093
9 H -2.18064 -0.53246 1.06349  C1 1.096
10 H -0.90838 -1.24451 -1.22753  C2 1.094
11 H 1.44670 -1.36315 -1.52338  C5 1.094
12 H 2.54763 -0.14385 -0.85719  C5 1.096
13 H 1.98152 -1.47514 0.16951  C5 1.096
14 H 1.08453 0.25167 1.86341  C6 1.096
15 H -0.17652 1.39804 1.36626  C6 1.092
16 H 1.50113 1.64717 0.85411  C6 1.096

Computed properties:
Multiplicity: 1
HOMO level, eV: -10.0
SMILES: C[C@H]1OC1(C)C

natural (NBO) population analysis, charges in e, atoms 1 to 4: -0.644, 0.063, -0.500, 0.205



5 unconnected molecules or ions with the total composition C5H22N2O5. Source: OMol25; level of theory: the ωB97M-V functional and the def2-TZVPD basis.

Each atom is followed by the atoms it is bonded to, with distances in Å.
CARTESIAN COORDINATES (ANGSTROEM)
1 C 0.46800 0.16372 -1.26197  N2 1.452, C5 1.564, H9 1.097, H10 1.100
2 N 0.08523 -1.20665 -1.55029  C1 1.452, C3 1.433, H11 1.007
3 C -1.20787 -1.47719 -2.10543  N2 1.433, O4 1.440, H12 1.104, H13 1.089
4 O -1.82582 -2.56498 -1.39296  C3 1.440, H14 0.953
5 C 1.12230 0.30203 0.15231  C1 1.564, C6 1.547, N7 1.447, H15 1.100
6 C 1.66909 1.74709 0.22267  C5 1.547, H16 1.086, H17 1.088, H18 1.091
7 N 0.14844 -0.11085 1.13966  C5 1.447, C8 1.476, H19 1.012
8 C 0.23638 0.56959 2.44676  N7 1.476, H20 1.083, H21 1.090, H22 1.095
9 H 1.19126 0.58816 -1.96900  C1 1.097
10 H -0.42530 0.80454 -1.29374  C1 1.100
11 H 0.84153 -1.69304 -2.00459  N2 1.007
12 H -1.13278 -1.76128 -3.16963  C3 1.104
13 H -2.03002 -0.76651 -2.04247  C3 1.089
14 H -1.20622 -3.23527 -1.11844  O4 0.953
15 H 2.02994 -0.31693 0.10570  C5 1.100
16 H 2.33649 1.87407 1.06941  C6 1.086
17 H 0.92875 2.54331 0.18022  C6 1.088
18 H 2.15230 1.98229 -0.72684  C6 1.091
19 H -0.77120 0.09075 0.76815  N7 1.012
20 H -0.75495 0.55440 2.88347  C8 1.083
21 H 0.59562 1.59662 2.37772  C8 1.090
22 H 0.96714 0.04524 3.07205  C8 1.095
23 H -3.85135 0.37591 1.22786  O25 0.971
24 H -3.17441 -0.22279 -0.02565  O25 0.971
25 O -3.23507 0.58603 0.50775  H23 0.971, H24 0.971
26 H 3.40087 -0.49768 -2.62446  O28 0.971
27 H 3.64599 0.32724 -1.26905  O28 0.950
28 O 3.64275 -0.52694 -1.68484  H26 0.971, H27 0.950
29 H 0.04609 -2.02326 2.75057  O31 0.969
30 H 0.68670 -3.45354 2.73446  O31 0.954
31 O 0.17423 -2.84026 3.25580  H29 0.969, H30 0.954
32 H -1.86035 3.44538 0.11062  O34 0.961
33 H -2.78612 2.26146 -0.17276  O34 0.985
34 O -2.10765 2.83932 -0.59309  H32 0.961, H33 0.985

Computed properties:
Multiplicity: 1
HOMO level, eV: -8.6
SMILES: CN[C@H](C)CNCO.O.O.O.O

natural (NBO) population analysis, charges in e, atoms 1 to 4: -0.214, -0.656, 0.095, -0.753



3 unconnected molecules or ions with the total composition C8H17N5O3. Source: OMol25; level of theory: the ωB97M-V functional and the def2-TZVPD basis.

Each atom is followed by the atoms it is bonded to, with distances in Å.
CARTESIAN COORDINATES (ANGSTROEM)
1 C -2.06221 1.13331 0.79604  C2 1.641, C3 1.468, H11 1.073, N26 1.507
2 C -0.61597 1.83840 0.47167  C1 1.641, N30 1.340, O31 1.231
3 C -1.80099 -0.31082 0.84044  C1 1.468, C4 1.618, H12 1.093, H13 1.191
4 C -1.17207 -0.82838 -0.55782  C3 1.618, C5 1.460, H14 1.161, H15 1.224
5 C -0.94907 -2.26321 -0.71058  C4 1.460, H16 1.134, H17 1.057, N27 1.473
6 C 1.49688 -1.85401 -0.20118  N27 1.400, N28 1.304, N29 1.368
7 C 1.83608 2.07410 0.79431  C8 1.563, H23 1.026, H24 1.107, N30 1.582
8 C 2.48703 1.31266 -0.40608  C7 1.563, O32 1.252, O33 1.324
9 H -2.14879 2.35517 -1.07027  no bonds
10 H -4.49710 2.04308 0.83635  no bonds
11 H -2.33328 1.46024 1.78090  C1 1.073
12 H -2.69093 -0.90837 1.05476  C3 1.093
13 H -1.16373 -0.41537 1.84120  C3 1.191
14 H -0.45296 -0.07514 -1.07027  C4 1.161
15 H -2.03017 -0.64836 -1.41231  C4 1.224
16 H -1.17744 -2.37415 -1.81560  C5 1.134
17 H -1.73892 -2.80642 -0.26436  C5 1.057
18 H -0.04961 -3.01669 0.94005  N27 1.133
19 H 2.75028 -0.86873 0.76668  N28 1.046
20 H 2.06104 -2.88013 -1.83945  N29 0.974
21 H 2.67628 -1.22286 -1.74551  N29 1.046
22 H 0.62995 0.36315 1.41017  N30 1.020
23 H 1.70300 3.08699 0.88844  C7 1.026
24 H 2.32834 1.68459 1.70572  C7 1.107
25 H 0.98470 1.92515 -0.99310  O33 0.997
26 N -3.14907 1.35159 -0.22526  C1 1.507
27 N 0.32108 -2.59815 -0.04509  C5 1.473, C6 1.400, H18 1.133
28 N 1.81736 -1.30802 0.93930  C6 1.304, H19 1.046
29 N 2.01850 -1.98438 -1.45913  C6 1.368, H20 0.974, H21 1.046
30 N 0.50404 1.22537 0.87947  C2 1.340, C7 1.582, H22 1.020
31 O -0.47446 2.76701 -0.32457  C2 1.231
32 O 3.15924 0.25971 -0.32351  C8 1.252
33 O 1.73296 1.48269 -1.48144  C8 1.324, H25 0.997

Computed properties:
Multiplicity: 1
HOMO level, eV: -8.5

natural (NBO) population analysis, charges in e, atoms 1 to 4: -0.196, 0.691, -0.424, -0.427